Formula: C16H36O5P2Ru
Source: the OMol25 dataset
Level of theory: ωB97M-V/def2-TZVPD

The geometry in XYZ format:
```
60
Properties=species:S:1:pos:R:3:forces:R:3:mulliken_charge:R:1
C -1.31092 2.28328 -2.04368 -0.017 0.015 -0.019 -0.49
H 0.24818 3.03905 -0.76032 -0.007 0.008 0.014 0.09
C 1.64716 -0.93748 2.87906 -0.005 0.003 0.009 -1.37
H -4.04319 0.42017 0.86461 0.002 0.013 0.006 0.58
C -2.42626 1.82959 0.80724 0.013 -0.007 0.004 -0.63
H -1.12157 0.63108 -4.11367 0.004 0.001 0.003 0.44
H -1.10789 -1.69035 2.54429 0.005 0.001 -0.009 0.19
H -2.29529 -0.08050 -2.98083 0.000 0.004 0.002 0.42
H 1.30759 -2.66124 -1.65694 -0.008 0.007 -0.003 0.26
O -0.18707 -2.15803 0.77116 0.050 0.048 -0.001 -0.09
O -0.46332 -1.58344 -1.73312 -0.039 0.006 -0.022 -0.28
C 0.23653 -2.81593 -1.53648 0.017 0.000 0.056 -0.61
O -2.20924 -0.48265 0.45571 0.094 0.067 0.092 -0.28
O -0.74449 0.97639 -2.09315 0.051 0.003 0.045 0.02
H -3.39117 -1.65357 1.71385 0.000 -0.015 0.001 0.63
C -0.40575 -1.11315 -3.09153 0.000 0.018 -0.002 -0.73
H -2.93910 2.74452 0.51442 -0.014 -0.005 -0.005 0.54
C -2.58577 -1.76690 0.98632 -0.016 -0.012 -0.047 -0.33
O -1.03839 1.89783 0.32642 -0.018 0.033 0.000 -0.57
H 1.77465 1.14652 -2.81510 -0.005 -0.016 0.008 0.27
P 0.74921 0.45835 2.16257 0.010 -0.009 0.007 1.17
H 1.44607 2.63904 1.49338 0.006 0.004 0.005 0.32
H -0.80769 -1.87451 -3.76211 -0.006 0.002 0.001 0.50
H -3.40027 0.66729 -0.76925 -0.010 0.001 0.002 0.17
C 3.14350 -1.03589 -0.92068 -0.027 -0.007 -0.001 -1.69
C -1.23621 0.13766 -3.14618 0.004 -0.016 -0.013 -0.76
H 0.95961 -1.66573 3.30586 0.009 -0.006 -0.002 0.42
C -3.13595 0.60004 0.28599 -0.015 -0.020 -0.047 -0.75
C -0.82459 2.86666 -0.74279 0.015 -0.018 0.019 -0.83
H -0.68160 2.07681 3.22965 -0.003 -0.002 0.006 0.41
H 2.26932 -1.43952 2.14070 0.004 0.001 0.004 0.29
H -2.92655 -2.40260 0.16820 -0.002 0.002 0.003 0.26
C -0.12578 -3.29590 -0.15513 0.001 -0.005 -0.039 -0.65
H 2.94700 -1.39093 -1.93178 0.004 -0.006 0.003 0.44
H -1.10754 -3.76529 -0.16802 -0.004 0.010 -0.011 0.49
H -1.43710 -3.32598 1.96706 -0.013 0.000 0.004 0.48
H 0.60460 -4.00530 0.23206 -0.005 -0.004 0.003 0.39
H 3.39629 1.49340 -2.18101 0.001 -0.006 0.001 0.55
P 2.09488 0.38799 -0.52004 0.030 0.019 -0.009 1.64
C 2.97908 1.21528 0.86371 0.006 0.007 0.012 -1.35
H -0.96598 2.89004 -2.88523 -0.002 -0.004 -0.002 0.52
H 4.18342 -0.70375 -0.88600 0.001 0.004 -0.001 0.57
H 2.44926 2.05064 2.81405 -0.010 -0.028 0.017 0.67
C 2.33005 1.48585 -1.94446 0.014 0.024 0.057 -1.53
C 1.97553 1.76150 1.87310 -0.002 0.000 -0.032 -0.51
H 3.62241 1.99998 0.46274 -0.016 0.008 -0.011 0.59
C -1.33649 -2.28479 1.66243 -0.008 0.006 0.023 -0.87
H -1.32728 3.79679 -0.48236 -0.004 0.002 -0.006 0.59
H 0.20558 1.08857 4.39133 0.019 -0.005 -0.009 0.56
H -2.40280 2.22880 -2.08821 0.001 -0.003 0.003 0.33
H 2.28078 -0.55919 3.68498 -0.005 0.018 -0.004 0.55
Ru -0.16345 -0.06506 0.07944 -0.078 -0.125 -0.060 0.75
H 0.63491 -0.91366 -3.36429 -0.009 -0.012 -0.001 0.31
H -1.22412 0.41812 3.60067 0.007 -0.006 -0.004 0.34
H -0.08767 -3.55593 -2.27149 0.003 -0.011 0.006 0.52
H 3.63874 0.48383 1.33447 -0.005 -0.009 -0.009 0.47
H 2.03737 2.50750 -1.70710 -0.010 -0.002 -0.027 0.44
C -0.35696 1.06151 3.45477 -0.019 0.023 -0.010 -1.61
H -2.36232 1.79631 1.89101 0.006 0.002 -0.002 0.41
H 3.01806 -1.85309 -0.21027 0.008 0.003 -0.005 0.37
```
Forces are in eV/Å.

expectation value of S²: 0.7573
HOMO energy (spin up / spin down): -0.715 / -0.714 Eh
LUMO (spin up / spin down): -10.40 / -10.87 eV
ΔE to the lowest compared entry with this formula, charge and spin: 0.0 kJ/mol
2S+1: 2
total charge: +3